The following is a DFT calculation (ωB97M-V with the def2-TZVPD basis set) of a molecular structure, C47H58Cl3GeNO5PbS3 at a distorted geometry.

```
119
Properties=species:S:1:pos:R:3:forces:R:3:mulliken_charge:R:1
Pb -2.0231 -3.7799 0.4569 0.5 -0.3 0.1 1.049
C -3.1443 -2.6738 -3.5509 -1.1 1.2 -0.6 -1.104
O -2.6483 -2.1005 -2.3470 0.0 0.6 0.1 -0.281
C -1.7544 -1.0326 -2.4845 0.0 -0.8 0.0 0.332
C -0.4189 -1.3646 -2.6669 0.8 -0.4 0.0 0.067
C 0.0360 -2.8120 -2.5410 0.2 -0.7 -0.6 -0.222
C 1.1424 -2.9302 -1.5340 0.8 0.4 0.4 -0.496
C 2.5048 -3.1242 -1.8173 -0.9 0.0 -1.5 -0.976
C 3.5074 -3.0260 -0.8843 1.0 -0.1 -0.2 0.191
C 3.1652 -2.7186 0.4060 -0.8 0.0 0.3 -0.429
C 1.8245 -2.5623 0.7510 -0.2 0.4 0.8 0.514
C 1.4168 -2.3056 2.1941 1.1 1.2 -0.1 -2.084
C 0.6367 -1.0212 2.4719 0.9 0.0 -0.5 0.494
C 1.3614 0.1779 2.3427 -0.6 -1.3 0.0 -0.808
C 0.7859 1.3846 2.6470 -0.1 0.1 -0.4 0.490
C -0.5670 1.3835 2.9533 -0.3 0.3 -0.1 -0.543
C -1.3539 0.2352 2.9708 -0.2 0.2 0.2 1.110
C -2.8807 0.4229 3.0128 0.3 -0.9 1.7 -1.351
C -3.2471 1.1550 1.7783 -0.6 1.2 1.1 0.587
C -3.3114 2.5302 1.8327 0.2 1.6 0.5 -0.514
C -3.4924 3.3141 0.6949 0.3 -0.1 0.8 -0.145
C -3.5969 2.6831 -0.5273 -0.3 -0.8 -0.5 -0.629
C -3.6245 1.2910 -0.6119 0.3 0.6 -0.3 0.138
C -3.5542 0.6579 -1.9900 -0.7 -0.6 1.0 -1.622
C -2.1441 0.2854 -2.2976 0.4 -0.6 -0.1 0.323
C -1.1535 1.2541 -2.3287 0.2 1.1 -0.5 0.225
C 0.1814 0.9687 -2.6223 -0.1 0.6 0.5 0.224
C 0.5420 -0.3568 -2.7739 -0.4 -0.3 -0.2 -0.716
C 1.2654 2.0569 -2.6069 -1.0 1.1 0.5 2.496
C 0.6861 3.4870 -2.2731 -0.1 -0.9 -0.1 -1.687
C 1.9785 2.1317 -3.9288 1.1 -0.6 0.1 -2.137
C 2.2702 1.7699 -1.4767 -0.1 -0.5 -0.1 -1.423
C -3.4860 0.5766 0.5759 -0.5 -1.0 -1.0 0.031
O -3.5737 -0.8010 0.5625 -0.2 -0.7 -0.7 -0.126
C -3.4744 4.8134 0.7274 -1.1 1.0 0.4 1.873
C -3.5420 5.4341 2.1611 0.3 0.7 -0.5 -1.886
C -2.2268 5.3260 0.0152 0.0 0.4 0.1 -1.163
C -4.7643 5.3051 -0.0611 0.6 -0.8 1.1 -1.795
C -0.7142 -0.9964 2.7984 0.3 -0.3 0.2 -0.184
O -1.3939 -2.2080 2.9220 -0.4 0.4 -0.6 -0.223
C -1.4061 -2.7616 4.2325 0.1 0.5 0.1 -0.960
C 1.5602 2.6763 2.5781 0.5 0.4 0.9 2.489
C 3.0324 2.4378 2.2439 0.8 0.3 0.3 -2.101
C 1.4998 3.3608 3.9695 1.9 -0.7 -0.4 -2.036
C 1.0067 3.6645 1.5717 -1.1 0.2 0.3 -1.115
C 0.8039 -2.6389 -0.2096 0.8 0.0 0.1 -0.283
O -0.4448 -2.3492 0.1273 -0.5 -0.2 0.0 -0.270
C 4.9643 -3.2376 -1.3126 0.1 0.7 -0.4 2.345
C 5.1880 -4.6949 -1.6875 -0.8 0.0 -1.1 -1.745
C 5.9660 -2.9505 -0.1843 -0.1 -0.4 -0.1 -2.090
C 5.2762 -2.3165 -2.5443 -0.4 -0.4 0.4 -1.486
H -3.4570 -3.6716 -3.3306 0.2 -0.8 0.1 0.314
H -2.4473 -2.6457 -4.4022 0.1 -0.1 0.5 0.317
H -4.0801 -2.1335 -3.8746 0.8 -0.2 0.2 0.297
H 0.4413 -3.2420 -3.4713 -0.4 0.3 -0.1 0.485
H -0.8158 -3.4572 -2.2554 0.5 0.5 -0.2 -0.282
H 2.8477 -3.2793 -2.8536 -0.7 -0.2 0.4 0.478
H 3.9583 -2.5834 1.1187 -0.1 0.0 0.5 0.577
H 2.3507 -2.2923 2.7902 -0.4 0.1 -0.1 0.452
H 0.8767 -3.1373 2.5313 -0.9 -1.2 0.5 0.297
H 2.3579 0.0681 1.9463 0.2 0.2 0.2 0.629
H -1.0415 2.3582 3.0713 -0.1 -0.3 0.1 0.223
H -3.1782 0.9665 3.9654 0.4 -0.3 -1.3 0.553
H -3.3849 -0.5464 3.0932 0.2 0.1 -0.2 0.414
H -3.1857 3.0281 2.8205 -0.1 -0.5 -0.9 0.540
H -3.6836 3.2524 -1.4598 0.1 -0.2 0.4 0.219
H -3.8729 1.3889 -2.6996 -0.4 0.6 -0.5 0.711
H -4.2346 -0.2024 -2.0722 0.4 0.1 0.0 0.300
H -1.4326 2.3163 -2.1961 0.0 -0.8 0.1 0.214
H 1.5817 -0.6255 -2.9492 -0.1 -0.1 0.2 0.492
H -0.0978 3.8670 -2.9531 0.2 -0.5 0.2 0.369
H 1.4817 4.2419 -2.2920 0.0 -0.3 0.2 0.492
H 0.2837 3.3673 -1.2620 -0.2 0.6 -0.2 0.188
H 1.3262 2.2455 -4.7780 -0.4 0.1 -0.3 0.420
H 2.5591 1.2056 -4.0508 -0.1 0.2 -0.3 0.313
H 2.6831 2.9665 -3.9068 0.1 0.0 -0.1 0.482
H 1.8111 1.6047 -0.5001 -0.4 0.1 -0.2 -0.175
H 2.9245 2.6264 -1.3744 0.5 0.1 0.0 0.568
H 2.8388 0.8523 -1.6624 0.1 0.2 -0.1 0.191
H -2.6140 5.1859 2.7265 -0.6 0.4 -0.3 0.307
H -4.4148 5.1579 2.7535 0.0 -0.5 -0.1 0.404
H -3.6708 6.5544 2.0735 0.6 -1.1 0.0 0.407
H -1.2507 4.9523 0.3579 -0.5 -0.2 0.1 -0.172
H -2.2075 6.4106 0.1261 0.1 0.1 -0.2 0.555
H -2.3550 5.0682 -1.0252 0.4 0.1 -0.5 0.385
H -5.6149 4.8568 0.4686 0.0 0.1 -0.3 0.426
H -4.7795 4.9990 -1.1119 0.0 0.1 0.3 0.256
H -4.8692 6.3709 0.0264 0.1 0.6 -0.1 0.501
H -1.7225 -1.9949 4.9441 0.1 -0.1 0.1 0.347
H -0.4386 -3.1637 4.4916 0.6 0.1 0.2 0.261
H -2.0747 -3.6033 4.2478 -0.5 -0.2 -0.2 0.217
H 3.5012 1.6790 2.8825 -0.2 0.2 0.1 0.449
H 3.6194 3.3770 2.3798 -0.5 -0.6 -0.2 0.404
H 3.1893 2.0815 1.2265 -0.1 0.1 -0.1 0.222
H 1.9110 2.7011 4.7342 0.1 -0.1 0.0 0.451
H 0.5445 3.6142 4.3008 -1.8 0.4 0.2 0.341
H 2.1089 4.2622 3.9659 0.1 0.2 -0.1 0.477
H 0.9516 3.2493 0.5742 0.0 -0.1 -0.1 -0.343
H 1.6645 4.5260 1.5520 0.0 0.3 -0.1 0.540
H -0.0135 3.9942 1.8864 0.7 -0.2 -0.3 0.067
H 4.9664 -5.3545 -0.8767 -0.1 -0.4 0.8 0.375
H 6.2108 -4.8564 -1.9951 0.4 -0.1 -0.2 0.488
H 4.5001 -5.0138 -2.4873 0.3 0.2 0.0 0.320
H 5.8412 -3.7187 0.5893 0.1 0.2 0.0 0.416
H 5.8361 -1.9789 0.2680 -0.1 0.4 0.1 0.399
H 6.9956 -3.0104 -0.5521 -0.1 -0.1 -0.1 0.416
H 4.5238 -2.4374 -3.3370 0.3 -0.2 0.2 0.308
H 6.2527 -2.6097 -2.9495 -0.1 0.4 0.0 0.448
H 5.2158 -1.2528 -2.2648 0.4 -0.3 0.0 0.279
S -0.3749 -6.5859 4.3145 -0.5 0.2 -0.5 -0.162
C -0.9553 -5.9057 2.8386 -0.5 -0.7 1.4 0.014
S -2.6801 -5.9236 3.0299 1.1 0.1 -0.5 -0.273
S 0.0943 -5.3982 1.6675 -0.7 0.4 -0.8 -0.219
O -5.8062 -0.6970 0.3361 0.5 0.4 -0.1 -0.275
N -4.8891 -1.3977 0.2681 0.2 -0.3 0.4 0.250
Cl -0.0213 -8.4779 -2.0364 0.0 -0.5 -0.3 -0.445
Ge 0.5090 -6.3813 -2.5812 0.2 0.4 0.6 0.606
Cl -0.0390 -6.1001 -4.7546 -0.1 -0.2 -0.3 -0.454
Cl -1.7163 -5.7379 -1.7864 -0.2 0.4 0.3 -0.421
```
Forces are in eV/Å.

Properties
Total charge ... -1
Spin multiplicity ... 2
HOMO-LUMO gap (spin up / spin down) ... 0.25574 / 0.22023 Ha
HOMO level (spin up / spin down) ... -5.3 / -5.4 eV
Largest force on an atom ... 2.07 eV/Å
E ... -193249.197 eV